22
Properties=species:S:1:pos:R:3 method="wB97M-V/def2-TZVPD" max_force_ev_per_a=3.41 homo_energy_ha=-0.3158 smiles=CN(CO)CN(N)CO
C 1.7407 -1.9808 -0.2045
N 0.7791 -1.0092 0.2531
C 1.4701 0.5759 0.4544
O 0.9759 1.7133 1.0595
C -0.2360 -0.7437 -0.7146
N -0.8896 0.4870 -0.2343
N -1.4256 1.3779 -1.1937
C -1.8030 0.2719 0.8895
O -1.9223 1.4036 1.6975
H 2.1977 -1.7067 -1.1714
H 2.5353 -2.0676 0.5386
H 1.2767 -2.9687 -0.3118
H 2.2998 0.2618 1.0802
H 1.8351 0.7835 -0.5678
H 0.2872 2.0742 0.4717
H -0.9524 -1.5789 -0.7993
H 0.1669 -0.5054 -1.7218
H -2.2996 1.0159 -1.5856
H -0.7625 1.5200 -1.9466
H -2.8134 0.0605 0.5137
H -1.4137 -0.5944 1.4397
H -1.0464 1.6099 2.0536



22
Properties=species:S:1:pos:R:3 method="wB97M-V/def2-TZVPD" max_force_ev_per_a=4.48 homo_energy_ha=-0.2723
C -0.9006 1.6776 0.8147
C 0.1817 -0.7083 -1.0092
N -0.6075 2.2962 -0.3541
O 1.5272 -0.6882 -1.3539
O -0.5712 0.0171 -1.6878
H 1.6259 -0.0084 -2.0374
H 0.2484 2.8389 -0.3660
H -0.7105 1.6223 -1.1537
H -0.7647 2.2843 1.7055
H -1.7779 1.0463 0.7747
C -0.2419 -2.1425 -0.6831
C 0.5486 0.2183 1.2187
N -1.6162 -2.3048 -0.2546
N 1.8412 0.8306 1.1382
H 1.8229 1.8201 1.3543
H -1.7831 -1.8323 0.6264
H -2.2495 -1.9246 -0.9511
H 2.2491 0.7539 0.2139
H 0.4286 -2.5221 0.0916
H -0.0748 -2.7341 -1.5891
H 0.1882 0.3232 2.2431
H 0.6360 -0.8636 1.2589



24
Properties=species:S:1:pos:R:3 method="wB97M-V/def2-TZVPD" max_force_ev_per_a=4.62 homo_energy_ha=-0.3043 smiles="CN=P(N)(N)O.C1=NCOC1"
C -0.8277 1.6731 -0.8855
N -0.3160 0.5014 -0.1668
P -1.3355 -0.5957 0.3268
N -2.2350 -1.4253 -0.7719
N -2.5728 -0.1358 1.4198
O -0.3470 -1.6515 0.9850
H -1.8066 1.8970 -0.5208
H -0.1700 2.5839 -0.7279
H -0.7753 1.3708 -1.8996
H -2.0201 -1.3550 -1.7661
H -2.6076 -2.3491 -0.5155
H -1.9683 0.2695 2.0749
H -3.4456 -0.5184 1.8066
H 0.5344 -1.2626 1.1865
C 2.2100 0.1143 -1.1294
N 2.1190 1.0371 -0.3449
C 2.3063 0.5374 0.9871
O 2.1639 -0.8629 0.9478
C 2.2565 -1.2989 -0.4706
H 1.9653 0.2237 -2.2286
H 3.2957 0.8310 1.3604
H 1.5111 0.9931 1.7179
H 1.3656 -1.8036 -0.7930
H 3.2278 -1.8079 -0.6070



Kohn-Sham gap values, unit eV, following the record order: 9.5 7.9 9.1.
Relative energy (zero: lowest compared OMol25 entry of this formula, charge and spin) values, unit kcal/mol, following the record order: 86.9 82.7 0.0.